This record from the Open Molecules 2025 dataset describes a 7-piece molecular cluster, C54H114N7O9 overall in a non-equilibrium geometry. The level of theory is the ωB97M-V functional and the def2-TZVPD basis.

Geometry (Å):
N (0.690, -0.717, -0.702)
O (0.791, -1.821, -1.305)
O (0.191, -0.615, 0.451)
O (1.169, 0.284, -1.274)
C (3.591, -6.419, 4.326)
C (2.367, -5.599, 3.891)
C (2.634, -4.132, 4.356)
C (1.744, -3.147, 3.588)
C (2.006, -3.370, 2.106)
C (1.524, -4.688, 1.602)
N (2.139, -5.751, 2.432)
O (1.772, -7.038, 2.033)
C (-0.003, -4.752, 1.555)
C (1.968, -4.885, 0.139)
C (1.098, -6.028, 4.654)
H (3.541, -6.547, 5.413)
H (4.497, -5.824, 4.197)
H (3.737, -7.422, 3.927)
H (2.475, -4.053, 5.435)
H (3.678, -3.817, 4.260)
H (2.069, -2.133, 3.818)
H (0.710, -3.294, 3.900)
H (3.077, -3.229, 1.920)
H (1.539, -2.524, 1.589)
H (-0.422, -4.626, 2.556)
H (-0.455, -4.051, 0.855)
H (-0.307, -5.766, 1.278)
H (1.814, -5.879, -0.287)
H (1.447, -4.202, -0.534)
H (3.041, -4.675, 0.072)
H (0.255, -5.413, 4.347)
H (1.207, -6.102, 5.738)
H (0.843, -7.065, 4.405)
H (2.579, -7.402, 1.653)
C (-1.295, 5.915, -3.304)
C (-1.476, 6.186, -1.798)
C (-2.826, 5.654, -1.307)
C (-2.984, 4.145, -1.273)
C (-1.862, 3.521, -0.429)
C (-0.450, 4.028, -0.889)
N (-0.471, 5.481, -0.974)
O (0.834, 6.012, -1.058)
C (0.480, 3.576, 0.231)
C (-0.042, 3.227, -2.147)
C (-1.377, 7.685, -1.600)
H (-1.840, 5.051, -3.705)
H (-0.309, 5.563, -3.630)
H (-1.564, 6.798, -3.883)
H (-3.038, 6.067, -0.318)
H (-3.536, 6.082, -2.025)
H (-2.947, 3.688, -2.270)
H (-3.979, 3.801, -0.977)
H (-1.843, 2.440, -0.590)
H (-2.075, 3.671, 0.631)
H (0.699, 4.303, 1.017)
H (0.220, 2.632, 0.710)
H (1.493, 3.404, -0.158)
H (0.836, 3.634, -2.659)
H (0.140, 2.202, -1.829)
H (-0.846, 3.280, -2.885)
H (-1.338, 7.873, -0.527)
H (-2.192, 8.213, -2.099)
H (-0.514, 8.083, -2.139)
H (1.262, 5.534, -1.796)
C (-5.551, -1.264, 0.210)
C (-4.749, -0.460, 1.254)
C (-5.693, -0.193, 2.436)
C (-5.954, -1.394, 3.309)
C (-4.667, -2.157, 3.751)
C (-3.622, -2.339, 2.626)
N (-3.603, -1.119, 1.800)
O (-2.640, -1.305, 0.758)
C (-2.223, -2.453, 3.233)
C (-3.961, -3.639, 1.866)
C (-4.306, 0.912, 0.713)
H (-6.461, -0.791, -0.161)
H (-5.654, -2.327, 0.402)
H (-4.932, -1.317, -0.700)
H (-5.238, 0.563, 3.090)
H (-6.630, 0.263, 2.108)
H (-6.713, -2.063, 2.884)
H (-6.471, -1.108, 4.231)
H (-4.941, -3.097, 4.224)
H (-4.188, -1.457, 4.443)
H (-1.890, -1.725, 3.972)
H (-2.112, -3.456, 3.660)
H (-1.493, -2.500, 2.423)
H (-3.646, -4.542, 2.383)
H (-5.033, -3.646, 1.668)
H (-3.506, -3.585, 0.873)
H (-3.558, 1.329, 1.384)
H (-5.163, 1.586, 0.700)
H (-3.917, 0.722, -0.288)
H (-1.966, -0.675, 1.051)
C (-0.544, 1.257, 5.826)
C (-0.354, 1.921, 4.455)
C (-0.087, 3.424, 4.653)
C (1.323, 3.716, 5.120)
C (2.364, 3.148, 4.151)
C (2.165, 1.638, 3.967)
N (0.772, 1.363, 3.695)
O (0.625, -0.003, 3.382)
C (2.997, 1.321, 2.706)
C (2.793, 0.853, 5.122)
C (-1.626, 1.815, 3.587)
H (0.262, 1.427, 6.534)
H (-0.698, 0.187, 5.669)
H (-1.476, 1.618, 6.272)
H (-0.188, 4.008, 3.729)
H (-0.874, 3.858, 5.274)
H (1.478, 3.325, 6.131)
H (1.523, 4.793, 5.120)
H (3.359, 3.477, 4.453)
H (2.179, 3.667, 3.204)
H (2.381, 1.595, 1.847)
H (4.005, 1.725, 2.640)
H (3.081, 0.229, 2.670)
H (2.225, 0.959, 6.053)
H (2.894, -0.219, 4.958)
H (3.761, 1.255, 5.433)
H (-1.435, 2.287, 2.621)
H (-2.351, 2.551, 3.961)
H (-2.115, 0.845, 3.524)
H (0.374, 0.029, 2.449)
C (6.125, -1.744, -2.738)
C (4.683, -1.505, -2.246)
C (4.636, -1.593, -0.694)
C (5.151, -0.383, 0.056)
C (4.514, 0.855, -0.521)
C (4.620, 0.992, -2.071)
N (4.063, -0.226, -2.648)
O (3.963, -0.168, -4.058)
C (3.757, 2.163, -2.475)
C (6.104, 1.311, -2.414)
C (3.799, -2.668, -2.714)
H (6.271, -1.181, -3.662)
H (6.301, -2.793, -2.974)
H (6.879, -1.437, -2.016)
H (3.595, -1.794, -0.427)
H (5.166, -2.524, -0.466)
H (6.242, -0.278, 0.020)
H (4.900, -0.513, 1.111)
H (5.029, 1.742, -0.136)
H (3.468, 0.894, -0.208)
H (2.704, 1.985, -2.259)
H (4.065, 3.061, -1.931)
H (3.920, 2.428, -3.523)
H (6.830, 0.849, -1.747)
H (6.208, 1.077, -3.474)
H (6.365, 2.363, -2.263)
H (4.197, -3.582, -2.261)
H (3.834, -2.895, -3.784)
H (2.743, -2.577, -2.460)
H (4.863, -0.265, -4.411)
C (-2.855, -1.452, -7.196)
C (-1.732, -0.477, -6.658)
C (-2.066, 0.950, -7.151)
C (-2.968, 1.804, -6.271)
C (-2.618, 1.640, -4.777)
C (-2.479, 0.173, -4.330)
N (-1.518, -0.512, -5.220)
O (-1.229, -1.813, -4.797)
C (-1.897, 0.233, -2.905)
C (-3.909, -0.395, -4.325)
C (-0.478, -0.928, -7.437)
H (-3.650, -1.609, -6.464)
H (-2.439, -2.442, -7.391)
H (-3.363, -1.117, -8.099)
H (-1.151, 1.444, -7.496)
H (-2.533, 0.874, -8.141)
H (-4.013, 1.565, -6.485)
H (-2.855, 2.856, -6.544)
H (-3.400, 2.149, -4.211)
H (-1.669, 2.162, -4.642)
H (-1.062, 0.914, -2.775)
H (-2.721, 0.330, -2.192)
H (-1.549, -0.761, -2.603)
H (-4.402, -0.082, -5.244)
H (-3.856, -1.489, -4.374)
H (-4.526, -0.147, -3.464)
H (-0.732, -1.039, -8.490)
H (-0.058, -1.840, -7.015)
H (0.298, -0.165, -7.343)
H (-2.068, -2.306, -4.777)

Values from the calculation:
HOMO energy: -0.2085 Eh
Total charge: -1
Maximum force: 0.045 hartree/bohr
LUMO energy: 2.31 eV
DFT total energy: -86696.6126 eV

Atom charges from the Mulliken analysis, given in e for atoms 1 to 4: atom 1 (N): 0.022, atom 2 (O): -0.753, atom 3 (O): 0.099, atom 4 (O): -0.654

=====

This record from the Open Molecules 2025 dataset describes C54H120F16N14NaO32S16 as an isolated structure in a non-equilibrium geometry. The level of theory is the ωB97M-V functional and the def2-TZVPD basis.

Geometry (Å):
Na (-9.297, -14.067, -19.708)
C (-14.156, -15.916, -13.433)
C (-15.175, -15.811, -14.558)
C (-14.524, -15.350, -15.872)
N (-15.587, -14.979, -16.977)
C (-16.773, -16.012, -17.172)
C (-16.265, -17.309, -17.833)
C (-15.453, -17.089, -19.171)
C (-14.335, -16.088, -18.933)
C (-14.832, -14.767, -18.312)
C (-16.209, -13.587, -16.555)
H (-13.589, -16.834, -13.589)
H (-14.603, -16.108, -12.457)
H (-13.576, -15.022, -13.204)
H (-15.968, -15.161, -14.191)
H (-15.712, -16.755, -14.656)
H (-13.899, -16.130, -16.308)
H (-13.890, -14.484, -15.683)
H (-17.235, -16.318, -16.233)
H (-17.419, -15.456, -17.852)
H (-15.729, -17.922, -17.109)
H (-17.153, -17.933, -17.938)
H (-15.008, -18.050, -19.430)
H (-16.022, -16.826, -20.062)
H (-13.532, -16.576, -18.380)
H (-13.884, -15.921, -19.911)
H (-14.033, -14.104, -17.983)
H (-15.527, -14.180, -18.913)
H (-15.432, -12.836, -16.408)
H (-16.716, -13.724, -15.600)
H (-16.781, -13.212, -17.405)
C (-10.737, -16.484, -12.027)
C (-10.068, -16.151, -13.286)
C (-9.055, -15.044, -13.151)
N (-8.280, -14.615, -14.388)
C (-7.416, -13.381, -14.013)
C (-6.673, -12.786, -15.228)
C (-7.673, -12.354, -16.216)
C (-8.624, -13.429, -16.688)
C (-9.339, -14.127, -15.421)
C (-7.380, -15.751, -14.960)
H (-11.511, -17.251, -12.033)
H (-11.241, -15.576, -11.694)
H (-10.092, -16.761, -11.194)
H (-10.823, -15.854, -14.013)
H (-9.806, -17.131, -13.685)
H (-8.379, -15.277, -12.329)
H (-9.570, -14.152, -12.795)
H (-8.103, -12.672, -13.550)
H (-6.754, -13.725, -13.218)
H (-5.948, -11.998, -15.026)
H (-5.991, -13.567, -15.564)
H (-8.176, -11.473, -15.819)
H (-7.058, -12.089, -17.076)
H (-9.317, -12.834, -17.283)
H (-8.073, -14.158, -17.281)
H (-9.809, -13.271, -14.938)
H (-10.044, -14.920, -15.672)
H (-6.510, -15.917, -14.324)
H (-7.158, -15.612, -16.018)
H (-7.991, -16.654, -14.926)
C (0.280, -10.158, -8.423)
C (-0.801, -10.341, -9.543)
C (-1.118, -11.864, -9.901)
N (-1.617, -11.991, -11.335)
C (-2.324, -13.367, -11.513)
C (-3.676, -13.449, -10.786)
C (-4.652, -12.334, -11.178)
C (-3.901, -10.968, -11.107)
C (-2.563, -10.884, -11.882)
C (-0.410, -11.979, -12.356)
H (-0.146, -10.437, -7.459)
H (0.601, -9.123, -8.306)
H (1.147, -10.792, -8.608)
H (-0.416, -9.841, -10.432)
H (-1.700, -9.758, -9.339)
H (-1.955, -12.102, -9.244)
H (-0.265, -12.531, -9.772)
H (-1.668, -14.138, -11.109)
H (-2.363, -13.488, -12.596)
H (-3.688, -13.535, -9.699)
H (-4.107, -14.341, -11.240)
H (-5.576, -12.325, -10.600)
H (-4.958, -12.442, -12.219)
H (-3.877, -10.633, -10.070)
H (-4.526, -10.225, -11.602)
H (-2.166, -9.889, -11.681)
H (-2.808, -11.060, -12.929)
H (0.300, -12.735, -12.022)
H (0.010, -10.978, -12.450)
H (-0.750, -12.341, -13.327)
C (-9.423, -17.150, -7.621)
C (-9.260, -15.619, -7.506)
C (-9.921, -14.853, -8.716)
N (-9.661, -13.275, -8.603)
C (-8.149, -12.887, -8.886)
C (-7.927, -11.351, -8.970)
C (-8.813, -10.717, -10.064)
C (-10.298, -11.267, -10.139)
C (-10.483, -12.768, -9.808)
C (-10.142, -12.659, -7.312)
H (-10.496, -17.287, -7.759)
H (-9.024, -17.728, -6.788)
H (-9.010, -17.464, -8.580)
H (-8.224, -15.350, -7.298)
H (-9.811, -15.301, -6.621)
H (-11.004, -14.967, -8.738)
H (-9.457, -15.169, -9.650)
H (-7.806, -13.445, -9.758)
H (-7.603, -13.280, -8.028)
H (-6.934, -10.931, -9.133)
H (-8.145, -10.932, -7.988)
H (-8.332, -10.819, -11.037)
H (-8.810, -9.639, -9.902)
H (-10.765, -11.067, -11.103)
H (-11.008, -10.731, -9.509)
H (-10.221, -13.400, -10.656)
H (-11.534, -13.009, -9.648)
H (-10.357, -11.605, -7.486)
H (-9.315, -12.882, -6.637)
H (-11.055, -13.216, -7.099)
C (-1.855, -3.805, -17.289)
C (-2.178, -5.159, -16.612)
C (-3.610, -5.692, -17.040)
N (-3.840, -7.159, -16.556)
C (-5.266, -7.674, -17.008)
C (-5.610, -8.950, -16.166)
C (-5.496, -8.736, -14.701)
C (-4.034, -8.552, -14.409)
C (-3.564, -7.237, -15.016)
C (-2.797, -8.149, -17.149)
H (-0.794, -3.643, -17.480)
H (-2.409, -3.009, -16.791)
H (-2.465, -3.664, -18.182)
H (-2.044, -5.059, -15.535)
H (-1.472, -5.864, -17.051)
H (-3.626, -5.822, -18.122)
H (-4.452, -5.024, -16.854)
H (-5.962, -6.914, -16.653)
H (-5.215, -7.875, -18.078)
H (-6.631, -9.264, -16.386)
H (-4.969, -9.790, -16.433)
H (-6.128, -7.881, -14.462)
H (-5.843, -9.630, -14.184)
H (-3.995, -8.728, -13.334)
H (-3.572, -9.425, -14.870)
H (-3.984, -6.354, -14.534)
H (-2.532, -7.070, -14.709)
H (-2.736, -7.970, -18.223)
H (-2.811, -9.170, -16.768)
H (-1.887, -7.720, -16.728)
C (-2.535, -20.645, -15.440)
C (-3.633, -20.800, -14.411)
C (-4.951, -20.468, -15.132)
N (-6.110, -20.385, -14.111)
C (-6.263, -21.692, -13.259)
C (-6.700, -22.940, -14.078)
C (-8.054, -22.667, -14.750)
C (-8.018, -21.351, -15.571)
C (-7.564, -20.173, -14.727)
C (-5.970, -19.268, -13.176)
H (-2.409, -19.678, -15.926)
H (-2.659, -21.457, -16.157)
H (-1.605, -20.952, -14.962)
H (-3.476, -20.346, -13.433)
H (-3.552, -21.848, -14.122)
H (-5.125, -21.257, -15.864)
H (-4.812, -19.502, -15.617)
H (-5.285, -21.925, -12.838)
H (-6.974, -21.451, -12.469)
H (-5.925, -23.175, -14.807)
H (-6.817, -23.727, -13.333)
H (-8.302, -23.516, -15.386)
H (-8.900, -22.632, -14.064)
H (-7.336, -21.560, -16.395)
H (-8.964, -21.175, -16.083)
H (-7.530, -19.308, -15.389)
H (-8.283, -20.025, -13.921)
H (-5.110, -19.366, -12.513)
H (-6.733, -19.056, -12.426)
H (-5.908, -18.429, -13.868)
N (-13.287, -21.040, -14.379)
S (-12.174, -19.898, -14.945)
O (-12.505, -18.514, -14.544)
O (-11.266, -20.191, -16.063)
F (-11.222, -20.289, -13.713)
S (-14.207, -20.848, -15.580)
O (-13.914, -21.205, -16.960)
O (-15.204, -19.765, -15.457)
F (-15.076, -22.120, -15.239)
N (-7.288, -12.806, -19.350)
S (-5.837, -13.188, -19.622)
O (-4.995, -13.410, -18.401)
O (-5.072, -12.704, -20.789)
F (-6.039, -14.693, -20.115)
S (-7.168, -11.172, -19.624)
O (-7.477, -10.688, -20.945)
O (-6.333, -10.378, -18.715)
F (-8.614, -10.932, -18.907)
N (-5.399, -17.690, -10.406)
S (-6.580, -16.818, -10.542)
O (-6.896, -15.920, -9.397)
O (-7.700, -17.346, -11.305)
F (-5.820, -15.850, -11.531)
S (-6.012, -18.612, -9.095)
O (-6.989, -19.644, -9.548)
O (-6.269, -18.060, -7.774)
F (-4.723, -19.645, -8.930)
N (-13.279, -13.997, -8.016)
S (-13.901, -15.337, -8.314)
O (-15.289, -15.370, -8.756)
O (-13.359, -16.444, -7.587)
F (-12.943, -15.476, -9.627)
S (-13.587, -14.053, -6.339)
O (-12.484, -14.384, -5.492)
O (-14.938, -14.412, -5.905)
F (-13.493, -12.442, -6.144)
N (-13.960, -20.853, -10.025)
S (-14.873, -20.288, -9.000)
O (-15.614, -19.061, -9.195)
O (-14.651, -20.729, -7.613)
F (-16.045, -21.247, -9.462)
S (-12.990, -19.470, -9.942)
O (-12.352, -19.275, -8.649)
O (-13.511, -18.319, -10.650)
F (-11.849, -19.969, -10.974)
N (-10.519, -11.449, -13.523)
S (-12.208, -11.495, -13.551)
O (-12.851, -11.950, -14.761)
O (-12.961, -10.592, -12.645)
F (-12.160, -12.913, -12.687)
S (-10.386, -10.011, -13.907)
O (-10.737, -8.926, -12.921)
O (-10.681, -9.764, -15.286)
F (-8.749, -9.999, -13.882)
N (-9.416, -16.272, -18.942)
S (-8.568, -17.745, -18.967)
O (-8.965, -18.798, -19.774)
O (-7.916, -18.115, -17.726)
F (-7.271, -17.197, -19.760)
S (-10.471, -16.840, -17.981)
O (-10.090, -17.092, -16.610)
O (-11.475, -17.720, -18.505)
F (-11.337, -15.446, -17.787)
N (-2.668, -16.181, -13.099)
S (-3.252, -15.277, -14.464)
O (-4.159, -16.043, -15.326)
O (-2.416, -14.270, -15.082)
F (-4.310, -14.373, -13.636)
S (-1.332, -16.462, -13.695)
O (-0.254, -15.556, -13.325)
O (-1.382, -17.061, -15.035)
F (-1.079, -17.696, -12.745)

Values from the calculation:
HOMO energy (spin up / spin down): -0.0185 / -0.1572 Eh
Total charge: -2
Maximum force: 0.211 hartree/bohr
⟨S²⟩: 0.75
2S+1: 2
LUMO energy (spin up / spin down): 1.40 / 1.40 eV
DFT total energy: -365569.2461 eV

Atom charges from the Mulliken analysis, given in e for atoms 1 to 4: atom 1 (Na): 1.102, atom 2 (C): -0.719, atom 3 (C): -0.421, atom 4 (C): 0.044